[1]
This record from the Open Molecules 2025 dataset describes a cluster of 2 separate species, C3H7O2S in total. The level of theory is ωB97M-V with the def2-TZVPD basis set.

Atoms and positions in Å:
O1 -0.627 -2.174 -1.856
C1 -0.437 -1.348 -1.023
C2 -0.294 0.152 -1.188
C3 1.110 0.615 -0.675
S1 1.427 0.508 1.080
H1 -0.304 -1.659 0.088
H2 -0.402 0.378 -2.254
H3 -1.075 0.652 -0.611
H4 1.746 0.072 -1.373
H5 1.177 1.611 -1.123
H6 -0.407 -0.223 3.254
H7 -0.765 1.030 2.539
O2 -1.148 0.387 3.140

E_HOMO (alpha / beta) in eV: -9.96 / -9.72
Spin multiplicity: 2
Charge: 0
HOMO-LUMO gap (alpha / beta) in eV: 10.578 / 6.940


[2]
This record from the Open Molecules 2025 dataset describes the molecule C7H11BO2. The level of theory is ωB97M-V with the def2-TZVPD basis set.

Atoms and positions in Å:
C1 -0.210 -1.897 -0.466
C2 0.167 -0.555 -0.107
C3 -1.000 0.696 0.262
B1 -2.486 0.167 0.253
O1 -3.397 0.765 -0.565
O2 -2.816 -0.930 1.007
C4 -0.434 1.960 -0.030
C5 0.936 2.126 -0.144
C6 1.971 1.085 0.287
C7 1.545 -0.161 -0.461
H1 0.183 -2.020 -1.454
H2 -1.204 -2.108 -0.553
H3 0.155 -2.756 0.208
H4 -4.254 0.480 -0.685
H5 -3.754 -1.204 1.075
H6 -1.128 2.828 -0.203
H7 1.299 3.182 -0.326
H8 2.960 1.508 0.165
H9 1.941 0.783 1.332
H10 2.207 -0.955 0.025
H11 1.697 -0.203 -1.564

E_HOMO (alpha / beta) in eV: -7.23 / -7.15
SMILES: CC1=C(B(O)O)C=CCC1
Charge: 0
HOMO-LUMO gap (alpha / beta) in eV: 7.570 / 7.276


ΔE to the lowest compared entry with this formula, charge and spin for every record listed, in sequence, given in kcal per mole: 18.8 46.5.
Total energy for every record listed, in sequence, given in hartree: -667.097517 -448.627773.